(1)
81
Properties=species:S:1:pos:R:3:forces:R:3:lowdin_spin:R:1 method="wB97M-V/def2-TZVPD" homo_lumo_gap_ev="8.99 / 6.98" charge=+1 lumo_energy_ev="-1.75 / -4.04" multiplicity=2 energy_ha=-4511.49607 homo_energy_ev="-10.7 / -11.0"
Cu -0.3903 0.1188 -0.7202 -1.728 -0.165 0.099 0.524
C 5.6226 -4.9886 -0.9337 -0.049 0.011 0.030 0.000
C 4.7803 -3.7497 -0.8288 -0.004 0.031 -0.009 0.000
C 4.2194 -3.3763 0.3924 0.042 0.015 -0.039 0.000
C 3.4102 -2.2580 0.4928 -0.053 0.090 0.111 0.000
C 3.1647 -1.4966 -0.6392 -0.251 0.070 -0.111 0.001
C 3.7185 -1.8405 -1.8639 -0.016 0.115 0.004 0.001
C 4.5245 -2.9627 -1.9500 0.001 0.033 0.009 0.000
S 2.0708 -0.1036 -0.5853 1.904 0.048 1.215 0.007
O 1.2328 -0.2394 -1.7881 0.057 -0.106 -0.414 0.045
O 2.8335 1.1183 -0.5291 0.138 -0.124 -0.139 0.005
N 1.0770 -0.2928 0.6453 0.516 -0.168 -0.942 0.039
C 1.2764 0.2224 1.9074 0.172 0.228 0.817 0.002
C 2.5225 0.5958 2.4479 -0.131 -0.094 -0.305 0.002
C 2.5916 0.9817 3.7668 -0.106 0.001 0.089 0.000
C 1.4358 1.0040 4.5455 0.099 0.059 0.047 0.001
C 0.2492 0.6754 3.9337 -0.037 0.015 -0.124 0.003
N 0.1624 0.3027 2.6526 0.406 -0.178 -0.106 0.013
H 6.4001 -4.9990 -0.1698 0.011 -0.005 -0.011 0.000
H 6.0931 -5.0638 -1.9118 0.022 -0.015 0.008 0.000
H 5.0035 -5.8750 -0.7842 0.035 -0.022 -0.007 0.000
H 4.4147 -3.9718 1.2757 -0.003 -0.014 -0.005 0.000
H 2.9655 -1.9811 1.4410 -0.007 -0.065 -0.011 0.000
H 3.5081 -1.2300 -2.7333 0.045 -0.074 -0.043 0.000
H 4.9593 -3.2323 -2.9041 0.000 -0.018 0.005 0.000
H 3.3981 0.5885 1.8160 0.066 -0.009 0.057 0.000
H 3.5412 1.2684 4.1995 0.021 -0.021 -0.034 0.000
H 1.4633 1.2860 5.5880 -0.024 0.010 -0.009 0.000
H -0.6937 0.7177 4.4693 0.035 0.005 0.043 0.001
C -0.3587 4.6023 2.4168 -0.003 0.050 -0.073 0.001
C 0.0620 5.4654 1.2320 0.022 -0.154 0.063 0.000
C -0.2261 4.8040 -0.1155 0.299 -0.014 0.237 0.001
S 0.8263 3.3041 -0.3219 -0.594 0.454 -0.349 0.002
O -0.1922 2.2599 -0.7918 0.086 -0.085 -0.181 0.024
C 1.7802 3.7977 -1.8088 0.115 -0.252 0.136 0.001
C 1.1679 3.2868 -3.1033 -0.225 0.103 0.015 0.000
C -0.0925 4.0417 -3.5204 0.102 -0.132 0.029 0.000
H -0.0879 5.0756 3.3603 0.002 -0.021 -0.010 0.000
H 0.1300 3.6266 2.3780 -0.003 -0.069 0.074 0.000
H -1.4387 4.4437 2.4166 0.001 -0.035 -0.002 0.001
H 1.1320 5.6830 1.3000 -0.020 0.082 -0.010 0.000
H -0.4596 6.4232 1.2747 0.036 0.020 -0.087 0.000
H -0.0446 5.4927 -0.9380 -0.022 -0.086 -0.064 0.000
H -1.2491 4.4334 -0.1784 -0.006 -0.071 -0.009 0.000
H 2.7653 3.3661 -1.6434 0.020 -0.011 -0.017 0.000
H 1.8577 4.8851 -1.7898 0.032 0.009 0.060 0.000
H 0.9440 2.2249 -2.9875 0.070 -0.004 -0.060 0.000
H 1.9269 3.3739 -3.8827 0.051 0.003 0.039 0.000
H -0.9097 3.8392 -2.8277 -0.025 0.048 -0.005 0.000
H -0.4100 3.7289 -4.5147 -0.033 0.023 0.010 0.000
H 0.0880 5.1181 -3.5489 -0.032 0.016 -0.026 0.000
C -3.7028 0.6892 -0.0827 -0.181 0.167 0.109 0.016
Te -1.9311 0.8696 1.1588 -1.110 -0.278 -0.289 0.199
C -2.7527 -0.8093 2.2041 0.087 -0.056 -0.036 0.019
C -4.0864 -1.1414 1.5914 -0.018 0.092 -0.120 0.001
C -4.8742 -2.1580 2.1280 0.013 -0.020 0.006 0.000
C -6.0982 -2.4705 1.5633 0.026 -0.052 0.050 0.000
C -6.5473 -1.7674 0.4528 -0.021 0.061 -0.076 0.000
C -5.7710 -0.7547 -0.0832 0.008 -0.018 -0.007 0.000
C -4.5373 -0.4329 0.4795 0.028 0.011 0.132 0.001
H -3.4273 0.4937 -1.1198 0.117 0.037 0.029 0.001
H -4.2654 1.6239 -0.0621 0.065 0.017 -0.004 0.003
H -2.8526 -0.5495 3.2582 0.071 0.075 -0.028 0.004
H -2.0571 -1.6457 2.1383 0.074 0.084 -0.002 0.002
H -4.5238 -2.6987 2.9996 -0.016 -0.014 -0.013 0.000
H -6.7050 -3.2572 1.9918 0.003 0.004 -0.007 0.000
H -7.5083 -1.9992 0.0125 0.012 -0.018 0.004 0.000
H -6.1220 -0.1958 -0.9429 -0.020 -0.017 0.004 0.000
C -2.7829 -2.8082 -1.6064 0.146 0.314 -0.009 0.009
P -1.1022 -2.0808 -1.5186 -0.237 -0.318 0.229 0.050
C -0.3315 -3.1498 -0.2451 -0.080 0.228 -0.082 0.003
C -0.3385 -2.7335 -3.0470 -0.002 0.341 0.083 0.011
H -2.6995 -3.8918 -1.6904 -0.018 -0.016 0.003 0.002
H -3.3036 -2.4243 -2.4840 -0.038 0.018 0.029 0.000
H -3.3597 -2.5491 -0.7176 0.003 -0.045 -0.019 0.000
H -0.5414 -4.1973 -0.4621 0.019 -0.019 -0.010 0.001
H -0.7365 -2.8922 0.7340 0.051 -0.030 0.011 0.000
H 0.7450 -2.9831 -0.2242 0.002 -0.026 0.023 0.000
H -0.3027 -3.8218 -3.0048 -0.033 -0.016 0.003 0.002
H 0.6700 -2.3345 -3.1444 0.009 -0.044 -0.004 0.000
H -0.9205 -2.4245 -3.9151 0.008 0.006 -0.003 0.000

---

(2)
37
Properties=species:S:1:pos:R:3:forces:R:3:mulliken_charge:R:1 method="wB97M-V/def2-TZVPD" homo_lumo_gap_ev=4.05 charge=0 lumo_energy_ev=-3.36 energy_ha=-2325.68095 homo_energy_ev=-7.4 de_lowest_kcal_mol=3.7
N -1.9696 -2.3672 2.3550 2.397 2.073 -0.026 -0.527
C -1.0597 -1.6225 2.3583 -2.707 -1.951 0.564 -0.372
C 0.1269 -0.8360 2.4150 -0.375 1.511 -0.911 0.751
C 0.1833 0.5367 2.3319 -0.356 -1.713 0.978 1.140
C -0.9527 1.3556 2.6144 -2.391 2.054 0.159 -0.137
N -1.8439 2.0774 2.8721 2.336 -1.980 -0.624 -0.553
C 1.4956 1.2394 2.2624 0.572 1.483 -0.462 0.084
O 1.5752 2.4490 2.0923 -0.336 -1.875 0.324 -0.576
C 2.7051 0.3805 2.4120 0.097 -1.133 0.098 0.347
Cl 4.1968 1.1909 2.4647 -0.048 0.034 -0.008 -0.121
C 2.6218 -0.9771 2.5180 0.260 0.855 -0.119 0.092
Cl 3.9608 -1.9873 2.7693 0.165 0.110 -0.081 -0.111
C 1.3289 -1.6899 2.4132 0.335 -1.690 0.092 0.619
O 1.2239 -2.9131 2.3945 0.309 2.054 -0.005 -0.571
C -3.3333 0.0507 0.5099 -0.566 0.169 -0.359 -0.621
S -2.6616 0.3804 -1.1646 0.691 -0.436 0.913 0.221
C -3.7350 1.7865 -1.5937 0.124 -0.076 -0.160 -1.023
C -1.0576 0.8845 -0.9406 -0.865 1.408 0.564 -1.057
C 0.0725 0.2685 -1.5720 0.576 -1.017 -0.733 1.001
C 1.1467 1.0047 -2.1593 -0.583 -0.338 0.404 -0.594
C 2.2367 0.3494 -2.7078 0.554 0.290 0.449 -0.548
C 2.4101 -1.0318 -2.5690 -0.603 -0.133 -0.616 0.475
C 3.6188 -1.6638 -3.0419 1.839 -1.162 -0.861 -0.021
N 4.5949 -2.1885 -3.4316 -2.289 1.277 0.972 -0.527
C 1.3125 -1.7862 -2.1237 0.012 -0.224 0.175 -0.773
C 0.1669 -1.1566 -1.6524 0.179 0.359 0.118 -0.307
H -2.7283 -0.7606 0.9250 -0.435 0.239 -0.315 -0.217
H -3.2588 0.9363 1.1646 -0.051 -0.314 -0.473 0.255
H -4.3937 -0.2534 0.3756 0.648 0.082 0.270 0.501
H -3.9415 1.7227 -2.6672 0.047 0.086 0.259 0.359
H -4.6606 1.6912 -1.0164 0.202 0.109 -0.193 0.412
H -3.2079 2.7144 -1.3664 -0.124 -0.107 0.070 0.301
H -0.9831 1.8672 -0.4372 0.158 -0.510 -0.531 0.570
H 1.0796 2.0934 -2.1662 0.052 -0.291 -0.180 0.423
H 3.0180 0.8972 -3.2327 -0.147 0.091 0.300 0.419
H 1.3722 -2.8806 -2.1433 -0.019 0.463 0.123 0.401
H -0.6599 -1.7620 -1.2619 0.343 0.201 -0.174 0.282

---

(3)
14
Properties=species:S:1:pos:R:3:forces:R:3:mulliken_charge:R:1 method="wB97M-V/def2-TZVPD" homo_lumo_gap_ev=10.59 charge=0 lumo_energy_ev=0.75 energy_ha=-307.66503 homo_energy_ev=-9.8 de_lowest_kcal_mol=29.7
C -1.0756 -0.9538 0.5395 -0.019 -0.062 0.038 -1.471
C -0.1983 0.2368 0.1604 -0.032 -0.028 0.004 0.719
C 1.2140 -0.1382 -0.3443 -0.229 -0.150 -0.249 -0.700
O 2.2475 0.5329 0.3492 0.125 -0.095 0.306 -0.516
C -0.9080 1.1504 -0.8202 -0.311 0.022 -0.018 -0.169
O -2.0967 1.1345 -1.0297 0.515 -0.003 0.041 -0.486
H -2.0410 -0.6169 0.9256 0.153 -0.050 -0.058 0.366
H -0.5850 -1.5660 1.3035 -0.062 0.083 -0.095 0.403
H -1.2777 -1.5886 -0.3302 0.059 0.104 0.103 0.349
H -0.0304 0.8667 1.0479 -0.052 -0.049 -0.091 0.171
H 1.3458 -1.2291 -0.2902 -0.041 0.185 -0.003 0.310
H 1.3458 0.1501 -1.3943 -0.078 -0.070 0.134 0.338
H 2.3083 0.1493 1.2340 0.046 0.153 -0.165 0.318
H -0.2486 1.8720 -1.3510 -0.076 -0.041 0.053 0.368

---

(4)
16
Properties=species:S:1:pos:R:3:forces:R:3:mulliken_charge:R:1 method="wB97M-V/def2-TZVPD" homo_lumo_gap_ev=10.88 charge=+1 lumo_energy_ev=-3.50 energy_ha=-375.51934 homo_energy_ev=-14.4 de_lowest_kcal_mol=111.8
C 0.5924 -0.0920 -0.3646 -0.154 1.216 -0.795 0.382
C 1.8757 -2.0810 -0.2945 3.142 -2.379 0.899 -0.245
N 1.5939 -0.7446 0.1557 -1.883 1.581 -1.255 -0.123
N -2.1793 1.9097 1.5755 2.066 1.273 -1.712 -0.780
N -0.1308 0.6394 -0.9787 0.347 -1.057 1.609 0.129
N -1.3259 1.2117 -1.0722 1.947 0.166 -2.972 -0.408
O 0.7344 -2.5656 -0.8330 -0.962 -0.756 -3.327 -0.506
H 2.1701 -2.6660 0.6882 -0.601 0.853 -2.040 0.258
H -1.9412 1.1931 -0.2823 -0.758 0.132 0.690 0.372
H 2.8105 -2.1263 -1.0173 -1.839 0.358 1.397 0.287
H 2.1706 -0.2961 0.8166 0.825 0.676 0.830 0.235
H 0.7337 -2.5587 -1.8678 0.191 -0.076 2.902 0.378
H -1.4809 1.3840 2.0706 -0.078 -0.629 0.785 0.210
H -1.5114 2.6159 1.1246 -1.604 -0.695 0.776 0.277
H -2.7117 2.4249 2.2552 -0.281 0.120 0.252 0.251
H -1.4000 1.7515 -1.9761 -0.359 -0.782 1.961 0.280